Computed, not measured: C15H21N9O2 in the gas phase in a non-equilibrium geometry, with the ωB97M-V functional and the def2-TZVPD basis.

Its SMILES is CN(C)Cc1c(C(=O)N/N=C/[C@@H]2CC=CCC2)nnn1-c1nonc1N. The LUMO energy comes out at 0.0186 hartree. For the HOMO-LUMO gap, the calculation gives 9.450 eV.

CARTESIAN COORDINATES (ANGSTROEM)
C -4.939 -2.482 -0.390
N -4.189 -1.426 0.257
C -4.057 -1.660 1.682
H -3.524 -0.831 2.143
H -3.517 -2.592 1.904
H -5.051 -1.714 2.123
C -2.896 -1.202 -0.369
C -2.392 0.148 -0.017
C -1.118 0.665 0.158
N -1.247 1.975 0.489
N -2.474 2.289 0.539
N -3.206 1.207 0.235
C -4.592 1.207 0.193
N -5.366 1.431 1.216
O -6.617 1.362 0.773
N -6.669 1.108 -0.555
C -5.432 1.006 -0.966
N -5.043 0.696 -2.226
H -5.764 0.757 -2.926
H -4.127 1.005 -2.510
C 0.174 -0.034 0.033
O 0.266 -1.195 -0.302
N 1.215 0.790 0.341
N 2.495 0.382 0.299
C 3.417 1.190 0.601
C 4.851 0.788 0.548
H 5.289 0.963 1.539
C 5.038 -0.679 0.172
C 6.510 -1.061 0.297
C 7.397 -0.043 -0.350
C 6.992 1.169 -0.689
C 5.599 1.671 -0.463
H 5.634 2.706 -0.110
H 5.058 1.671 -1.415
H 7.670 1.863 -1.167
H 8.420 -0.347 -0.527
H 6.683 -2.038 -0.159
H 6.787 -1.149 1.353
H 4.421 -1.307 0.813
H 4.700 -0.824 -0.854
H 3.207 2.229 0.895
H 0.986 1.751 0.612
H -3.022 -1.260 -1.456
H -2.129 -1.941 -0.085
H -5.086 -2.227 -1.438
H -5.915 -2.557 0.087
H -4.439 -3.458 -0.325

Here are the natural (NBO) charges for atoms 1 to 5, given in e:
1 C -0.408
2 N -0.449
3 C -0.419
4 H 0.204
5 H 0.175

Computed, not measured: C15H21NO2Si in the gas phase in a non-equilibrium geometry, with the ωB97M-V functional and the def2-TZVPD basis.

Its SMILES is COc1ccc2c(c1)CCC[C@@]2(C#N)O[Si](C)(C)C. The LUMO energy comes out at 0.0267 hartree. For the energy above the lowest of the compared OMol25 structures with the same formula, charge and spin, the calculation gives 1.1968 eV. For the HOMO-LUMO gap, the calculation gives 9.617 eV.

CARTESIAN COORDINATES (ANGSTROEM)
N 1.126 0.500 3.037
C 1.115 0.070 1.907
O -4.837 -1.616 0.331
O 1.113 0.672 -0.484
C -2.965 -0.203 1.220
C -2.596 -1.863 -0.426
C -1.641 0.088 1.212
C -3.490 -1.172 0.367
C -1.262 -1.526 -0.408
C -0.712 -0.572 0.433
C -5.679 -0.843 1.022
C -0.372 -2.496 -1.115
C 0.801 -0.326 0.564
C 1.090 -2.064 -1.265
C 1.565 -1.575 0.122
C 4.027 1.059 -0.539
C 2.416 3.240 0.871
C 1.897 2.674 -1.948
Si 2.358 1.762 -0.404
H -3.598 0.385 1.865
H -2.947 -2.656 -1.024
H -1.211 0.689 2.011
H -5.400 0.201 0.897
H -5.654 -1.237 2.020
H -6.742 -0.954 0.760
H -0.492 -3.517 -0.715
H -0.665 -2.758 -2.118
H 1.760 -2.903 -1.694
H 1.218 -1.223 -2.018
H 1.510 -2.308 0.907
H 2.589 -1.317 0.115
H 4.104 0.332 -1.373
H 4.398 0.559 0.338
H 4.723 1.872 -0.836
H 2.581 2.871 1.882
H 3.182 3.914 0.591
H 1.446 3.774 0.826
H 1.850 1.897 -2.737
H 0.875 3.086 -1.877
H 2.521 3.485 -2.319

Here are the natural (NBO) charges for atoms 1 to 5, given in e:
1 N -0.280
2 C 0.271
3 O -0.490
4 O -0.863
5 C -0.313

Computed, not measured: a molecular structure, C15H22AgCl3FINO3Si2 in a non-equilibrium geometry, with the ωB97M-V functional and the def2-TZVPD basis.

The charge is +1. The LUMO energy comes out at -0.2222 hartree. For the HOMO-LUMO gap, the calculation gives 5.853 eV.

CARTESIAN COORDINATES (ANGSTROEM)
C 4.246 -0.066 2.091
C 2.772 -0.445 2.245
C 2.279 -1.329 1.111
Cl 3.190 -2.886 1.154
Si 0.491 -1.891 1.272
I 0.272 -2.930 3.487
C 0.005 -3.237 0.044
C 0.881 -3.391 -1.158
O 1.077 -4.425 -1.670
O 1.443 -2.231 -1.638
O -0.605 -0.609 1.307
Si -0.969 0.348 0.030
C 0.506 1.253 -0.662
C 0.866 1.287 -2.007
C 2.009 1.995 -2.381
N 2.797 2.643 -1.529
C 2.447 2.621 -0.248
C 1.321 1.957 0.232
C -2.027 1.766 0.788
C -2.265 2.956 -0.203
F -3.210 1.345 1.348
C -2.034 -0.520 -1.257
Cl -2.416 0.639 -2.587
C -3.309 -1.143 -0.647
C -4.628 -0.462 -0.931
Cl -3.436 -2.843 -1.204
H 4.853 -0.828 2.562
H 4.482 0.867 2.586
H 4.553 -0.045 1.051
H 2.667 -1.018 3.160
H 2.131 0.424 2.357
H 2.510 -0.908 0.140
H -1.031 -3.129 -0.264
H 0.046 -4.179 0.577
H 1.055 -2.003 -2.491
H 0.281 0.788 -2.759
H 2.284 2.029 -3.423
H 3.092 3.139 0.446
H 1.092 1.976 1.287
H -1.387 2.103 1.661
H -2.316 4.007 0.246
H -3.254 2.826 -0.623
H -1.567 2.979 -1.026
H -1.479 -1.303 -1.756
H -3.206 -1.205 0.430
H -4.961 -0.632 -1.944
H -4.613 0.593 -0.689
H -5.369 -0.918 -0.284
Ag -1.562 4.035 1.768

Here are the natural (NBO) charges for atoms 1 to 5, given in e:
1 C -0.617
2 C -0.427
3 C -0.706
4 Cl -0.030
5 Si 1.736

What did the first record say?
Computed, not measured: C15H21N9O2 in the gas phase in a non-equilibrium geometry, with the ωB97M-V functional and the def2-TZVPD basis.

Its SMILES is CN(C)Cc1c(C(=O)N/N=C/[C@@H]2CC=CCC2)nnn1-c1nonc1N. The LUMO energy comes out at 0.0186 hartree. For the HOMO-LUMO gap, the calculation gives 9.450 eV.

CARTESIAN COORDINATES (ANGSTROEM)
C -4.939 -2.482 -0.390
N -4.189 -1.426 0.257
C -4.057 -1.660 1.682
H -3.524 -0.831 2.143
H -3.517 -2.592 1.904
H -5.051 -1.714 2.123
C -2.896 -1.202 -0.369
C -2.392 0.148 -0.017
C -1.118 0.665 0.158
N -1.247 1.975 0.489
N -2.474 2.289 0.539
N -3.206 1.207 0.235
C -4.592 1.207 0.193
N -5.366 1.431 1.216
O -6.617 1.362 0.773
N -6.669 1.108 -0.555
C -5.432 1.006 -0.966
N -5.043 0.696 -2.226
H -5.764 0.757 -2.926
H -4.127 1.005 -2.510
C 0.174 -0.034 0.033
O 0.266 -1.195 -0.302
N 1.215 0.790 0.341
N 2.495 0.382 0.299
C 3.417 1.190 0.601
C 4.851 0.788 0.548
H 5.289 0.963 1.539
C 5.038 -0.679 0.172
C 6.510 -1.061 0.297
C 7.397 -0.043 -0.350
C 6.992 1.169 -0.689
C 5.599 1.671 -0.463
H 5.634 2.706 -0.110
H 5.058 1.671 -1.415
H 7.670 1.863 -1.167
H 8.420 -0.347 -0.527
H 6.683 -2.038 -0.159
H 6.787 -1.149 1.353
H 4.421 -1.307 0.813
H 4.700 -0.824 -0.854
H 3.207 2.229 0.895
H 0.986 1.751 0.612
H -3.022 -1.260 -1.456
H -2.129 -1.941 -0.085
H -5.086 -2.227 -1.438
H -5.915 -2.557 0.087
H -4.439 -3.458 -0.325

Here are the natural (NBO) charges for atoms 1 to 5, given in e:
1 C -0.408
2 N -0.449
3 C -0.419
4 H 0.204
5 H 0.175